C5H7Br | wB97M-V/def2-TZVPD

## Properties
**Calculated total energy**: -2768.53701 Eh
**2S+1**: 3
**Net charge**: 0
**HOMO-LUMO gap (alpha / beta)**: 8.14 / 8.50 eV
**Energy relative to the best compared isomer or geometry (same formula, charge and spin)**: 0.0 kcal/mol
**Max |F|**: 2.77 eV Å⁻¹

Bonds (Å) are listed after each position.
Positions of all 13 atoms, in Å:
1 Br -2.18 3.17 0.05  C5 1.863
2 C 0.31 -1.34 -0.49  C3 1.512, H9 1.090, H10 1.089, H11 1.087
3 C 0.05 0.15 -0.34  C2 1.512, C4 1.502, C6 1.320
4 C -0.75 0.71 0.80  C3 1.502, C5 1.539, H8 1.097, H13 1.095
5 C -0.66 2.23 0.57  Br1 1.863, C4 1.539, H7 1.075
6 C 0.48 1.08 -1.16  C3 1.320, H12 1.065
7 H 0.04 2.82 1.14  C5 1.075
8 H -0.34 0.44 1.78  C4 1.097
9 H -0.17 -1.72 -1.39  C2 1.090
10 H 1.38 -1.53 -0.57  C2 1.089
11 H -0.08 -1.87 0.37  C2 1.087
12 H 1.04 1.22 -2.06  C6 1.065
13 H -1.79 0.37 0.77  C4 1.095